Below is a molecular structure, C11H8B2ClF13InN5O5, with properties calculated with the ωB97M-V functional and the def2-TZVPD basis.

Output
frontier orbital gap: 7.936 eV
LUMO level: 4.73 eV
highest occupied orbital energy: -3.2 eV
multiplicity: 1
total charge: -2
strongest force on any atom: 0.6 eV/Å

Geometry (Å):
In -0.775 0.200 0.347
O 4.146 -2.944 2.206
Cl 3.328 -1.787 2.479
O 3.352 -1.481 3.892
O 1.966 -2.037 2.054
O 3.855 -0.639 1.752
F -3.130 -0.528 -2.733
C -3.773 -1.191 -1.774
F -4.338 -0.273 -0.971
F -4.788 -1.861 -2.367
C -2.785 -2.111 -0.968
O -1.631 -1.506 -0.753
C -3.489 -2.527 0.370
F -4.799 -2.836 0.219
F -3.423 -1.539 1.263
F -2.900 -3.600 0.914
C -2.541 -3.409 -1.812
F -1.484 -4.081 -1.369
F -2.311 -3.107 -3.102
F -3.589 -4.266 -1.801
F -0.692 -1.973 2.621
B -0.137 -0.795 2.317
F 0.351 -0.169 3.413
C 2.711 1.791 -2.867
C 1.389 2.193 -3.021
C 0.411 1.707 -2.158
C 0.720 0.813 -1.128
C 2.055 0.418 -1.000
C 3.040 0.899 -1.855
H 3.478 2.173 -3.532
H 1.122 2.890 -3.809
H -0.613 2.048 -2.278
H 2.345 -0.255 -0.201
H 4.069 0.587 -1.717
F -2.735 2.571 -0.666
B -2.564 1.665 0.317
F -3.577 1.706 1.201
N 2.754 1.764 3.202
N 2.093 2.485 2.214
N 2.680 2.843 1.105
C 1.698 3.493 0.496
N 0.578 3.563 1.232
N 0.859 2.887 2.338
H 3.269 1.027 2.710
H 2.013 1.294 3.716
H 1.792 3.900 -0.496

Mulliken atomic charge list, values in e, 6 entries: 0.05 -0.73 1.78 -0.69 -0.68 -0.75


Below is 2 unconnected molecules or ions with the total composition C6H16N2 at a distorted geometry, with properties calculated with the ωB97M-V functional and the def2-TZVPD basis.

Output
frontier orbital gap: 9.885 eV
LUMO level: 1.13 eV
SMILES: CN[C@@H](C)N.C=CC
highest occupied orbital energy: -8.8 eV
multiplicity: 1
total charge: 0
strongest force on any atom: 1.2 eV/Å

Geometry (Å):
C 0.596 2.288 0.513
N 0.562 0.969 1.119
C 1.091 -0.112 0.306
C 2.488 0.173 -0.230
N 1.103 -1.347 1.055
H 1.623 2.644 0.468
H 0.025 2.971 1.139
H 0.166 2.305 -0.500
H -0.427 0.738 1.300
H 0.382 -0.281 -0.569
H 3.131 0.503 0.587
H 2.473 0.942 -0.998
H 2.896 -0.741 -0.651
H 0.211 -1.509 1.507
H 1.817 -1.321 1.775
C -2.338 0.335 -0.260
C -1.796 -0.535 -1.105
C -1.830 -2.019 -0.919
H -2.420 1.385 -0.493
H -2.785 0.013 0.669
H -1.476 -0.202 -2.087
H -2.402 -2.490 -1.718
H -2.271 -2.284 0.041
H -0.819 -2.425 -0.948

Mulliken atomic charge list, values in e, 6 entries: -1.01 -0.44 0.97 -1.70 -0.62 0.32


Below is a molecular structure, C6H6N2O5Tm at a distorted geometry, with properties calculated with the ωB97M-V functional and the def2-TZVPD basis.

Output
frontier orbital gap (alpha / beta): 6.751 / 6.763 eV
LUMO level (alpha / beta): -14.41 / -14.40 eV
highest occupied orbital energy (alpha / beta): -21.2 / -21.2 eV
multiplicity: 3
total charge: +3
strongest force on any atom: 8.7 eV/Å

Geometry (Å):
O 0.254 3.630 -0.480
C -0.376 2.672 -0.492
Tm -1.321 0.733 -0.894
O -3.461 2.068 -3.954
C -2.908 1.736 -3.001
C -2.240 1.336 1.322
O -2.637 1.593 2.363
C -2.625 -0.971 -0.449
O -3.199 -1.961 -0.409
C 2.034 -1.504 2.117
N 2.117 -1.231 0.694
C 1.171 -0.603 0.014
N 1.319 -0.402 -1.331
O 0.100 -0.175 0.572
H 1.102 -1.124 2.540
H 2.876 -1.035 2.634
H 2.086 -2.584 2.290
H 2.957 -1.555 0.200
H 0.610 0.087 -1.895
H 2.142 -0.709 -1.840

Mulliken atomic charge list, values in e, 6 entries: 0.08 0.33 0.93 0.08 0.14 0.29


Below is a molecular structure, C24H48MgO33P2V at a distorted geometry, with properties calculated with the ωB97M-V functional and the def2-TZVPD basis.

Output
frontier orbital gap (alpha / beta): 3.168 / 3.168 eV
LUMO level (alpha / beta): 3.42 / 3.42 eV
highest occupied orbital energy (alpha / beta): 0.3 / 0.3 eV
multiplicity: 2
total charge: -2
strongest force on any atom: 9.1 eV/Å

Geometry (Å):
O -3.495 0.985 0.588
V -1.941 0.801 1.006
Mg 0.580 -2.265 1.269
P 2.416 -2.604 3.076
O 3.443 -1.487 3.426
O 3.285 -3.885 2.947
O 2.371 -2.263 1.448
O 0.848 -2.652 3.143
P -0.563 -0.743 -0.273
O 0.526 -1.735 -0.559
O -0.325 0.814 -0.201
O -0.642 -0.848 1.323
O -2.086 -0.825 -0.489
C 1.009 4.786 -4.248
O 0.630 3.435 -4.025
C 0.747 2.558 -5.036
O 0.875 2.873 -6.191
O 0.680 1.312 -4.617
C 0.756 0.990 -3.216
H 0.311 5.439 -3.735
H 0.978 5.064 -5.304
H 2.056 4.856 -3.952
H 1.270 1.714 -2.592
H 1.314 0.056 -3.206
H -0.220 0.841 -2.759
C -3.881 4.899 -0.454
O -2.521 5.325 -0.353
C -1.668 4.339 -0.042
O -1.986 3.195 0.122
O -0.438 4.839 -0.101
C 0.643 3.908 -0.196
H -3.998 3.957 -0.989
H -4.374 5.696 -1.005
H -4.351 4.751 0.519
H 0.358 2.897 0.095
H 1.536 4.280 0.291
H 0.860 3.758 -1.262
C 7.264 -0.134 -0.658
O 6.199 0.778 -0.450
C 5.100 0.246 0.159
O 5.013 -0.849 0.597
O 4.145 1.175 0.107
C 2.844 0.813 0.612
H 7.238 -0.502 -1.687
H 7.274 -0.971 0.035
H 8.170 0.464 -0.530
H 2.144 1.625 0.419
H 2.879 0.411 1.624
H 2.431 0.056 -0.059
C -2.062 4.114 4.162
O -1.007 3.268 4.585
C -0.538 2.407 3.672
O -1.136 2.249 2.618
O 0.413 1.703 4.196
C 0.881 0.490 3.506
H -1.723 4.755 3.349
H -2.311 4.726 5.027
H -2.960 3.559 3.888
H 1.879 0.256 3.885
H 0.932 0.625 2.436
H 0.230 -0.326 3.808
C -0.121 -5.878 2.710
O -0.949 -6.018 1.543
C -1.012 -4.954 0.775
O -0.367 -3.956 0.953
O -1.859 -5.182 -0.226
C -2.035 -4.164 -1.203
H 0.327 -6.833 2.963
H -0.709 -5.516 3.555
H 0.672 -5.129 2.590
H -1.544 -4.504 -2.116
H -1.561 -3.234 -0.899
H -3.081 -3.933 -1.392
C -3.340 -2.359 2.023
O -3.625 -1.932 3.359
C -3.247 -0.734 3.721
O -2.897 0.174 2.996
O -3.465 -0.608 5.027
C -2.930 0.560 5.632
H -3.904 -1.715 1.342
H -3.604 -3.402 1.908
H -2.302 -2.170 1.754
H -3.064 0.412 6.702
H -3.471 1.463 5.345
H -1.864 0.711 5.459
C 6.310 -5.691 -0.688
O 5.665 -4.871 -1.618
C 5.020 -3.788 -1.109
O 4.925 -3.536 0.039
O 4.479 -3.145 -2.159
C 3.439 -2.227 -1.881
H 7.084 -5.147 -0.133
H 6.763 -6.526 -1.218
H 5.674 -6.073 0.115
H 3.476 -1.338 -2.519
H 3.395 -1.822 -0.862
H 2.428 -2.627 -2.001
C -3.230 0.549 -3.144
O -4.322 0.943 -4.012
C -5.278 1.692 -3.472
O -5.483 1.872 -2.309
O -6.188 2.065 -4.403
C -5.910 1.836 -5.774
H -3.623 0.199 -2.187
H -2.650 1.412 -2.814
H -2.746 -0.268 -3.659
H -5.733 0.788 -6.009
H -5.057 2.420 -6.125
H -6.782 2.185 -6.325

Mulliken atomic charge list, values in e, 6 entries: -0.76 0.05 -0.70 0.46 -0.83 -0.84


Below is a molecular structure, C36H44BiN3P at a distorted geometry, with properties calculated with the ωB97M-V functional and the def2-TZVPD basis.

Output
frontier orbital gap (alpha / beta): 3.862 / 4.117 eV
LUMO level (alpha / beta): 1.52 / 1.62 eV
highest occupied orbital energy (alpha / beta): -2.3 / -2.5 eV
multiplicity: 1
total charge: -1
strongest force on any atom: 4.0 eV/Å

Geometry (Å):
Bi 0.361 0.429 0.715
N -3.143 1.084 3.609
N 2.653 2.957 1.225
C -1.600 -0.385 -2.829
C -2.281 0.786 -2.392
C -3.254 0.396 -1.428
C -4.111 1.287 -0.618
H -4.230 2.266 -1.093
H -3.659 1.492 0.356
H -5.079 0.820 -0.395
C -3.145 -1.007 -1.246
C -3.854 -1.808 -0.229
H -4.610 -2.466 -0.687
H -4.370 -1.161 0.489
H -3.153 -2.444 0.333
C -2.150 -1.492 -2.134
C -1.740 -2.905 -2.260
H -1.702 -3.394 -1.277
H -0.754 -2.989 -2.729
H -2.460 -3.460 -2.882
C -1.954 2.171 -2.786
H -2.449 2.465 -3.726
H -0.869 2.289 -2.933
H -2.276 2.874 -2.005
C -0.469 -0.428 -3.786
H 0.138 -1.330 -3.629
H 0.192 0.443 -3.668
H -0.833 -0.439 -4.827
C -3.097 1.132 4.938
H -4.029 1.141 5.513
C -1.903 1.159 5.685
H -1.948 1.062 6.764
C -0.701 1.327 4.986
H 0.257 1.330 5.481
C -0.746 1.422 3.604
H 0.191 1.431 3.028
C -1.962 1.081 2.921
C -1.788 0.674 1.522
H -2.128 1.472 0.818
C 2.486 1.980 0.335
C 2.471 4.151 0.517
H 2.020 5.053 0.947
C 2.856 3.873 -0.784
H 3.243 4.505 -1.572
N 2.802 2.482 -0.950
C 2.927 1.770 -2.170
C 2.716 2.456 -3.381
C 3.215 1.887 -4.554
H 3.119 2.452 -5.480
C 3.753 0.602 -4.580
C 4.294 0.035 -5.857
H 4.068 -1.031 -5.947
H 5.384 0.146 -5.917
H 3.864 0.555 -6.717
C 3.782 -0.125 -3.389
H 4.102 -1.165 -3.386
C 3.442 0.460 -2.164
C 3.609 -0.330 -0.915
H 3.951 0.253 -0.049
H 4.333 -1.136 -1.116
H 2.657 -0.824 -0.649
C 1.932 3.720 -3.492
H 2.463 4.623 -3.165
H 0.962 3.670 -2.980
H 1.744 3.882 -4.563
C 2.074 -1.375 3.075
P 0.618 -1.851 2.074
C 1.134 -3.449 1.361
C -0.600 -2.386 3.348
C -0.198 -3.284 4.349
C -1.095 -3.666 5.348
C -2.396 -3.149 5.355
C -2.804 -2.274 4.341
C -1.931 -1.945 3.311
H 2.887 -0.967 2.453
H 2.410 -2.293 3.575
H 1.783 -0.623 3.822
H 1.781 -3.947 2.099
H 1.680 -3.320 0.415
H 0.239 -4.060 1.181
H 0.815 -3.697 4.339
H -0.775 -4.372 6.116
H -3.095 -3.434 6.141
H -3.808 -1.842 4.358
H -2.259 -1.294 2.490

Mulliken atomic charge list, values in e, 6 entries: 0.71 -0.49 -0.61 0.88 0.50 -0.11


Below is a single C4H8O2 molecule, with properties calculated with the ωB97M-V functional and the def2-TZVPD basis.

Output
frontier orbital gap: 11.148 eV
LUMO level: 1.07 eV
SMILES: C[C@@H](O)[C@H]1CO1
highest occupied orbital energy: -10.1 eV
multiplicity: 1
total charge: 0
strongest force on any atom: 0.4 eV/Å

Geometry (Å):
C 1.626 -0.565 0.730
C 0.415 0.302 0.441
O 0.847 1.575 0.008
C -0.513 -0.317 -0.615
C -1.944 -0.051 -0.479
O -1.160 0.662 -1.426
H 2.209 -0.702 -0.187
H 2.256 -0.052 1.463
H 1.336 -1.542 1.133
H -0.181 0.409 1.363
H 0.324 1.769 -0.781
H -0.153 -1.193 -1.162
H -2.266 0.508 0.397
H -2.710 -0.696 -0.900

Mulliken atomic charge list, values in e, 6 entries: -1.41 0.35 -0.54 0.10 -0.44 -0.49


Quick rundown of M, same order as above: 709.1; 116.2; 355.1; 1001.8; 758.7; 88.1 g/mol